The following is a quantum chemistry calculation of a molecular structure, C33H46BCsN8O2SSe2, from the OMol25 dataset.

Element x y z (Å)
Cs 0.15 0.68 -0.51
C 4.24 -1.53 2.22
C 3.07 -0.54 2.28
C 1.77 -1.27 2.58
C 2.98 0.21 0.98
C 3.03 1.59 0.76
C 2.99 1.71 -0.61
N 2.91 0.48 -1.14
N 2.90 -0.44 -0.18
B 2.96 0.13 -2.63
N 2.31 1.27 -3.41
C 2.94 2.05 -4.31
C 2.08 3.05 -4.70
C 0.91 2.79 -3.96
N 1.08 1.73 -3.20
C -0.35 3.62 -3.98
C -1.52 2.92 -3.30
C -0.08 4.97 -3.31
N 2.24 -1.21 -2.87
C 2.87 -2.35 -3.19
C 1.93 -3.34 -3.32
C 0.71 -2.69 -3.04
N 0.93 -1.41 -2.77
C -0.65 -3.33 -3.09
C -0.95 -3.78 -4.53
C -1.74 -2.39 -2.60
H 4.32 -2.09 3.15
H 5.17 -1.01 2.05
H 4.07 -2.22 1.40
H 3.27 0.19 3.08
H 1.56 -1.96 1.77
H 0.94 -0.57 2.66
H 1.85 -1.84 3.51
H 3.09 2.39 1.48
H 3.03 2.60 -1.21
H 4.09 0.01 -3.01
H 3.95 1.85 -4.61
H 2.26 3.84 -5.40
H -0.61 3.80 -5.03
H -1.36 2.86 -2.23
H -1.64 1.91 -3.69
H -2.44 3.48 -3.47
H 0.24 4.82 -2.28
H -0.98 5.58 -3.31
H 0.71 5.51 -3.84
H 3.94 -2.38 -3.31
H 2.08 -4.37 -3.57
H -0.63 -4.23 -2.46
H -0.96 -2.92 -5.19
H -1.92 -4.28 -4.57
H -0.19 -4.48 -4.89
H -1.74 -1.48 -3.19
H -1.58 -2.13 -1.56
H -2.71 -2.88 -2.70
O -1.08 6.99 2.78
C -1.35 5.63 3.05
C -1.49 4.74 1.80
C -2.78 5.12 1.05
O -2.88 6.49 0.74
C -1.59 3.32 2.32
Se -2.30 1.97 1.11
C -0.33 4.92 0.83
Se 1.42 5.32 1.62
H -0.19 6.99 2.38
H -2.29 5.60 3.61
H -0.56 5.22 3.70
H -3.64 4.80 1.66
H -2.83 4.57 0.11
H -2.42 6.96 1.46
H -2.26 3.30 3.19
H -0.60 2.97 2.64
H -0.53 5.75 0.15
H -0.21 4.01 0.23
S -3.64 -5.49 2.60
C -2.69 -4.09 1.97
C -3.18 -2.80 2.09
C -2.37 -1.77 1.62
N -1.20 -1.97 1.05
C -0.75 -3.21 0.94
C -1.45 -4.31 1.40
C -2.54 -5.90 3.94
C -2.67 -5.25 5.16
C -1.80 -5.59 6.18
N -0.83 -6.50 6.05
C -0.71 -7.09 4.87
C -1.53 -6.84 3.79
H -4.14 -2.60 2.53
H -2.69 -0.74 1.70
H 0.21 -3.33 0.47
H -1.04 -5.31 1.31
H -3.43 -4.50 5.31
H -1.86 -5.12 7.15
H 0.10 -7.81 4.80
H -1.39 -7.36 2.85

Output
HOMO = -0.88 eV
HOMO-LUMO gap = 4.013 eV
Electronic energy = -7119.80927 Eh
Total charge = -2

---

The following is a quantum chemistry calculation of a molecular structure, C33H46BiN8P2S2SbSe6, from the OMol25 dataset.

Element x y z (Å)
Bi -1.17 -0.33 0.51
Se -3.97 -0.84 2.18
P -2.08 2.38 1.99
Se -0.24 2.71 0.80
C -1.50 2.33 3.73
C -0.16 2.46 4.10
C 0.23 2.27 5.42
C -0.71 1.95 6.38
C -2.04 1.81 6.03
C -2.43 1.98 4.71
C -3.04 3.95 1.92
C -4.29 3.96 2.55
C -5.18 5.00 2.36
C -4.84 6.06 1.53
C -3.61 6.07 0.89
C -2.71 5.02 1.09
H 0.58 2.71 3.35
H 1.28 2.34 5.69
H -0.40 1.75 7.40
H -2.77 1.52 6.77
H -3.46 1.80 4.43
H -4.58 3.11 3.16
H -6.14 4.99 2.85
H -5.54 6.87 1.36
H -3.34 6.89 0.24
H -1.75 5.03 0.60
N -2.33 -3.97 0.99
C -2.86 -3.38 -0.05
N -2.60 -2.17 -0.50
C -3.39 -1.85 -1.60
C -4.19 -2.85 -2.03
S -4.04 -4.24 -1.03
C -3.44 -0.50 -2.16
C -4.34 -0.11 -3.10
S -4.18 1.58 -3.43
C -2.87 1.65 -2.24
N -2.62 0.50 -1.69
N -2.21 2.80 -2.03
H -1.57 -3.53 1.51
H -2.68 -4.84 1.37
H -4.88 -2.84 -2.85
H -5.09 -0.69 -3.60
H -2.65 3.66 -2.28
H -1.56 2.82 -1.22
Se -1.33 -5.19 4.01
Sb -1.19 -2.77 4.30
Se 0.06 -1.88 2.13
Se -3.62 -1.79 4.22
Se -0.04 -2.04 6.30
N 0.24 -0.80 -0.99
P 1.75 -1.04 -1.19
N 2.34 -0.02 -2.43
C 1.81 1.35 -2.38
C 1.24 1.76 -3.73
C 2.36 1.81 -4.78
C 3.51 0.87 -4.39
C 2.95 -0.38 -3.70
N 2.84 -0.78 0.06
C 4.16 -1.42 0.13
C 5.27 -0.40 0.39
C 5.06 0.29 1.75
C 3.56 0.45 2.05
C 2.78 0.52 0.74
N 2.23 -2.58 -1.75
C 2.15 -3.62 -0.69
C 0.79 -4.32 -0.70
C 0.60 -5.13 -1.99
C 1.45 -4.52 -3.11
C 1.53 -3.00 -2.98
H 2.59 2.06 -2.09
H 1.03 1.39 -1.62
H 0.74 2.73 -3.64
H 0.48 1.03 -4.01
H 2.75 2.83 -4.88
H 1.97 1.52 -5.76
H 4.20 1.37 -3.71
H 4.08 0.56 -5.27
H 3.74 -1.11 -3.53
H 2.23 -0.83 -4.40
H 4.34 -1.95 -0.81
H 4.17 -2.15 0.95
H 5.27 0.33 -0.42
H 6.23 -0.92 0.37
H 5.55 1.27 1.73
H 5.52 -0.29 2.54
H 3.37 1.35 2.63
H 3.18 -0.39 2.62
H 3.20 1.33 0.11
H 1.74 0.79 0.92
H 2.30 -3.17 0.28
H 2.95 -4.35 -0.84
H 0.04 -3.53 -0.64
H 0.69 -4.94 0.19
H -0.45 -5.11 -2.28
H 0.88 -6.17 -1.83
H 1.04 -4.76 -4.09
H 2.46 -4.92 -3.08
H 0.51 -2.58 -3.01
H 2.07 -2.61 -3.84

Output
HOMO = -1.18 eV
HOMO-LUMO gap = 4.673 eV
Electronic energy = -18065.94000 Eh
Total charge = -2

---

The following is a quantum chemistry calculation of a molecular structure, C33H46BrCdGeN4O5S, from the OMol25 dataset.

Element x y z (Å)
Cd -1.20 0.55 0.89
C -4.51 1.46 3.13
C -3.17 1.03 3.76
C -3.20 -0.47 4.09
C -2.94 1.82 5.06
O -2.15 1.31 2.83
Ge -0.35 1.93 3.29
O 0.22 0.21 2.51
C 1.46 -0.43 2.70
C 1.21 -1.78 3.39
C 2.37 0.42 3.59
C 2.14 -0.67 1.34
O -0.20 2.57 1.51
C -0.08 3.88 1.00
C 0.27 4.87 2.12
C -1.41 4.30 0.36
C 1.05 3.89 -0.04
H -5.35 1.13 3.74
H -4.60 1.01 2.14
H -4.54 2.54 3.02
H -3.79 -0.66 4.99
H -2.19 -0.81 4.26
H -3.63 -1.04 3.27
H -3.79 1.73 5.73
H -2.79 2.87 4.81
H -2.05 1.45 5.56
H 0.75 -1.62 4.36
H 2.14 -2.32 3.52
H 0.53 -2.40 2.79
H 1.89 0.58 4.55
H 2.54 1.39 3.12
H 3.33 -0.07 3.74
H 1.48 -1.25 0.69
H 3.07 -1.21 1.48
H 2.35 0.29 0.86
H -0.54 4.94 2.83
H 0.46 5.86 1.69
H 1.17 4.53 2.64
H -2.21 4.11 1.07
H -1.59 3.72 -0.53
H -1.40 5.36 0.10
H 2.00 3.66 0.44
H 1.12 4.86 -0.52
H 0.86 3.14 -0.80
O -3.16 2.69 -2.50
C -2.09 2.83 -3.29
C -2.13 3.74 -4.35
C -1.05 3.91 -5.18
C 0.11 3.17 -4.98
C 0.17 2.27 -3.93
C -0.91 2.10 -3.07
C -0.78 1.15 -1.90
O -1.67 1.36 -0.91
N -0.90 -0.25 -2.36
N -1.16 -1.12 -1.44
C -1.30 -2.38 -1.66
C -1.79 -3.22 -0.62
Br -2.17 -2.28 1.04
C -2.13 -4.53 -0.68
C -1.86 -5.46 -1.75
C -2.80 -6.46 -2.02
C -2.55 -7.42 -2.99
C -1.36 -7.41 -3.69
C -0.42 -6.42 -3.43
C -0.67 -5.45 -2.47
H -2.88 2.13 -1.73
H -3.04 4.30 -4.49
H -1.09 4.64 -5.97
H 0.96 3.29 -5.63
H 1.07 1.70 -3.74
H 0.28 1.23 -1.53
H -0.58 -0.50 -3.29
H -1.16 -2.82 -2.65
H -2.68 -4.94 0.16
H -3.72 -6.48 -1.47
H -3.29 -8.17 -3.20
H -1.14 -8.18 -4.41
H 0.51 -6.41 -3.98
H 0.09 -4.72 -2.24
C 6.28 -0.79 0.75
C 5.73 -0.88 -0.63
C 6.47 -1.39 -1.70
C 5.83 -1.40 -2.93
N 4.58 -1.01 -3.09
C 3.92 -0.59 -2.01
S 2.28 -0.21 -2.21
N 4.48 -0.49 -0.80
H 7.36 -0.87 0.75
H 5.87 -1.60 1.35
H 5.98 0.15 1.21
H 7.48 -1.74 -1.57
H 6.33 -1.73 -3.83

Output
HOMO (spin up / spin down) = -7.87 / -7.87 eV
2S+1 = 2
Expectation value of S² = 0.7533
HOMO-LUMO gap (spin up / spin down) = 7.876 / 5.228 eV
Electronic energy = -7097.14615 Eh

---

The following is a quantum chemistry calculation of 6 unconnected molecules or ions with the total composition C33H46FN10O2, from the OMol25 dataset.

Element x y z (Å)
C 0.29 -4.06 3.66
C 1.32 -3.88 2.59
O 2.39 -4.42 2.64
N 1.04 -3.03 1.47
C 2.19 -2.20 1.02
C -0.18 -2.36 1.47
N -1.18 -2.91 0.79
N -2.40 -2.45 0.65
C -2.69 -1.31 1.24
C -4.10 -0.83 1.04
C -5.06 -1.44 2.08
N -5.88 -0.39 2.70
C -1.73 -0.61 2.02
C -1.99 0.70 2.70
C -1.20 1.80 1.96
O -1.12 1.69 0.76
N -0.67 2.89 2.66
C -1.55 4.07 2.57
C -0.19 2.63 4.02
C -0.49 -1.17 2.11
F 0.44 -0.60 2.83
H -0.73 -3.77 3.39
H 0.28 -5.11 3.93
H 0.60 -3.50 4.54
H 3.02 -2.31 1.70
H 2.53 -2.55 0.04
H 1.91 -1.16 0.91
H -0.98 -3.79 0.31
H -4.38 -1.18 0.05
H -4.15 0.25 1.05
H -5.72 -2.15 1.59
H -4.48 -2.00 2.83
H -5.28 0.38 2.96
H -6.29 -0.72 3.56
H -1.73 0.63 3.76
H -3.03 0.98 2.65
H -1.01 4.92 2.99
H -1.76 4.29 1.53
H -2.47 3.96 3.15
H 0.14 3.58 4.44
H 0.67 1.97 3.98
H -0.95 2.24 4.70
N 5.22 -3.18 -1.18
C 5.25 -1.96 -1.81
C 6.10 -1.15 -1.10
C 6.60 -1.91 -0.01
C 6.04 -3.16 -0.08
H 4.69 -3.97 -1.48
H 4.68 -1.79 -2.70
H 6.34 -0.13 -1.35
H 7.30 -1.58 0.74
H 6.16 -4.02 0.54
N -4.92 5.43 1.86
C -4.60 5.60 0.54
C -4.82 6.91 0.22
C -5.30 7.55 1.39
C -5.34 6.62 2.39
H -4.86 4.56 2.36
H -4.24 4.77 -0.06
H -4.67 7.35 -0.75
H -5.57 8.59 1.49
H -5.64 6.69 3.42
N -6.99 -2.60 5.76
C -6.92 -1.81 6.88
C -8.15 -1.79 7.46
C -9.01 -2.61 6.66
C -8.26 -3.09 5.63
H -6.23 -2.80 5.15
H -6.00 -1.33 7.17
H -8.42 -1.26 8.36
H -10.05 -2.81 6.84
H -8.52 -3.74 4.81
N 5.14 -0.81 -5.51
C 6.41 -1.25 -5.22
C 6.94 -1.78 -6.36
C 5.96 -1.67 -7.38
C 4.86 -1.07 -6.83
H 4.52 -0.37 -4.87
H 6.82 -1.13 -4.23
H 7.93 -2.20 -6.45
H 6.06 -1.99 -8.40
H 3.91 -0.79 -7.26
N 6.47 0.81 -10.60
C 6.63 1.81 -11.53
C 7.05 2.92 -10.86
C 7.16 2.58 -9.48
C 6.79 1.27 -9.36
H 6.16 -0.13 -10.81
H 6.42 1.64 -12.57
H 7.27 3.88 -11.31
H 7.47 3.22 -8.68
H 6.73 0.63 -8.50

Output
HOMO = -9.05 eV
HOMO-LUMO gap = 4.167 eV
Electronic energy = -2082.63845 Eh
Total charge = +1

---

The following is a quantum chemistry calculation of a single C33H46N4O4 molecule, from the OMol25 dataset.

Element x y z (Å)
C 0.48 -5.51 8.21
H 0.08 -4.50 8.23
H 0.25 -5.99 9.17
H 1.56 -5.45 8.11
C -0.14 -6.31 7.06
C 0.09 -5.62 5.74
C -0.98 -5.21 4.97
C -0.79 -4.58 3.75
C 0.50 -4.34 3.28
C 1.59 -4.75 4.05
C 1.37 -5.38 5.26
H 2.23 -5.69 5.84
H 2.59 -4.57 3.70
N 0.64 -3.71 2.05
C 1.77 -3.34 1.39
O 2.91 -3.52 1.77
C 1.41 -2.68 0.07
C 0.59 -1.40 0.23
C -0.81 -1.40 -0.35
O -1.68 -2.21 -0.11
N -0.91 -0.34 -1.18
C -2.12 -0.02 -1.89
C -2.01 -0.26 -3.40
H -2.87 -0.85 -3.73
H -1.12 -0.86 -3.60
C -2.00 1.01 -4.26
N -0.80 1.82 -4.17
C -1.04 3.12 -4.79
H -1.90 3.58 -4.30
C 0.18 4.04 -4.66
C 1.40 3.39 -5.31
C 1.60 2.01 -4.70
H 2.42 1.49 -5.19
H 1.85 2.11 -3.64
C 0.33 1.18 -4.85
H 0.49 0.19 -4.43
H 0.10 1.06 -5.92
H 2.28 4.01 -5.16
H 1.23 3.30 -6.39
H -0.05 5.00 -5.12
H 0.39 4.21 -3.60
H -1.28 3.00 -5.86
H -2.19 0.72 -5.31
H -2.84 1.63 -3.94
H -2.89 -0.67 -1.46
H -2.39 1.02 -1.69
C 0.28 0.49 -1.28
C 1.36 -0.42 -0.71
C 2.59 -0.02 0.06
C 3.35 -1.11 0.04
H 4.28 -1.31 0.53
C 2.60 -2.13 -0.79
H 3.18 -2.88 -1.31
O 1.89 -1.30 -1.70
H 2.71 0.91 0.58
H 0.49 0.73 -2.32
C 0.05 1.76 -0.46
O 0.23 1.82 0.74
N -0.45 2.77 -1.19
H -0.56 2.64 -2.20
C -0.84 4.03 -0.59
C -2.12 4.56 -1.24
C -2.55 5.86 -0.56
C -1.44 6.90 -0.64
C -0.16 6.37 0.00
C 0.27 5.07 -0.68
H 1.17 4.68 -0.20
H 0.51 5.27 -1.73
H 0.63 7.11 -0.08
H -0.34 6.18 1.06
H -1.75 7.82 -0.14
H -1.25 7.14 -1.69
H -3.46 6.24 -1.04
H -2.78 5.66 0.49
H -2.91 3.82 -1.16
H -1.93 4.75 -2.30
H -1.03 3.81 0.47
H 0.56 -1.04 1.26
H 0.86 -3.40 -0.55
H -0.24 -3.48 1.59
H -1.64 -4.26 3.16
H -1.99 -5.38 5.32
C 0.42 -7.74 7.03
H -0.02 -8.30 6.22
H 0.20 -8.25 7.97
H 1.50 -7.72 6.90
H -1.22 -6.38 7.23

Output
HOMO = -8.04 eV
Structure (SMILES) = CC(C)c1ccc(NC(=O)[C@@H]2[C@@H]3C=C[C@]4(O3)[C@H](C(=O)NC3CCCCC3)N(CCCN3CCCCC3)C(=O)[C@@H]24)cc1
HOMO-LUMO gap = 8.666 eV
Electronic energy = -1805.14101 Eh